[1]
{
  "formula": "C5H14O3",
  "method": "ωB97M-V with the def2-TZVPD basis set",
  "elements": ["O", "O", "O", "C", "C", "C", "C", "C", "H", "H", "H", "H", "H", "H", "H", "H", "H", "H", "H", "H", "H", "H"],
  "coordinates": [[-3.75, -0.12, -3.07], [-1.11, -1.13, -1.43], [0.62, 0.58, 3.65], [0.28, -0.86, -1.88], [1.64, 0.69, 1.28], [1.36, -0.59, -0.88], [0.55, 0.32, 0.20], [1.25, 1.40, 2.61], [0.62, -0.30, 3.15], [0.02, 1.14, -0.33], [1.95, -0.26, 1.74], [-2.88, 0.05, -2.69], [0.54, -1.95, -2.37], [1.67, -1.43, -0.30], [-0.23, -0.38, 0.52], [2.38, 1.31, 0.87], [0.44, 2.21, 2.20], [-1.26, -1.80, -0.79], [0.20, -0.21, -2.70], [-4.21, -0.64, -2.36], [2.22, -0.06, -1.35], [2.01, 1.94, 3.28]],
  "nbo_charge": [-0.9458, -0.7683, -0.7174, -0.0560, -0.4383, -0.4295, -0.3961, -0.0697, 0.4508, 0.2137, 0.1848, 0.4797, 0.1565, 0.2027, 0.2046, 0.2217, 0.1479, 0.4755, 0.1980, 0.4658, 0.2225, 0.1968],
  "de_lowest_kcal_mol": 51.3,
  "max_force_ev_per_a": 7.0,
  "charge": 0,
  "smiles": "OCCCCCO.O",
  "orbital_gap_ev": 10.469,
  "e_lumo_ev": 0.44,
  "e_homo_ev": -10.03
}

=====

[2]
{
  "formula": "C18H41F9HfO25S6",
  "method": "ωB97M-V with the def2-TZVPD basis set",
  "elements": ["Hf", "S", "S", "S", "S", "S", "S", "F", "F", "F", "F", "F", "F", "F", "F", "F", "O", "O", "O", "O", "O", "O", "O", "O", "O", "O", "O", "O", "O", "O", "O", "O", "O", "O", "O", "O", "O", "O", "O", "O", "O", "C", "C", "C", "C", "C", "C", "C", "C", "C", "C", "C", "C", "C", "C", "C", "C", "C", "C", "H", "H", "H", "H", "H", "H", "H", "H", "H", "H", "H", "H", "H", "H", "H", "H", "H", "H", "H", "H", "H", "H", "H", "H", "H", "H", "H", "H", "H", "H", "H", "H", "H", "H", "H", "H", "H", "H", "H", "H", "H"],
  "coordinates": [[2.26, -0.62, 3.91], [-3.06, 1.84, 3.20], [3.56, -3.79, 2.52], [-0.46, -3.15, 4.05], [1.28, -1.28, 0.37], [0.39, -0.01, -4.74], [-3.37, -3.26, -1.50], [-0.62, 0.58, 0.46], [1.26, 1.23, -0.39], [-2.74, -2.76, 5.45], [2.86, -4.39, 4.96], [-2.67, -1.83, 3.46], [-1.55, -1.00, 5.11], [-0.06, -0.03, -1.54], [4.99, -4.34, 4.71], [3.90, -6.04, 3.94], [1.25, -0.88, 1.80], [0.74, 1.05, 3.38], [-4.36, -3.28, -0.47], [0.43, 4.01, -1.95], [-3.85, 2.06, 1.83], [-1.95, 0.95, 2.96], [-4.04, -3.41, -2.97], [2.58, -1.35, -0.23], [-2.30, -4.18, -1.53], [-2.84, 3.15, 3.72], [-0.86, 3.93, -0.15], [-0.21, -4.07, 5.12], [0.43, -2.38, 0.08], [4.72, -3.90, 1.71], [3.30, -2.41, 3.06], [3.46, 0.43, 2.48], [-0.77, -3.68, 2.77], [5.36, -1.46, -0.45], [1.63, 0.86, -4.15], [3.65, -0.25, -2.48], [0.58, -0.16, -6.14], [-1.75, 3.51, -2.16], [0.63, -2.10, 4.04], [0.25, -1.16, -3.92], [2.36, -4.36, 2.01], [4.25, 1.57, 2.25], [3.52, 2.13, -4.89], [5.68, 1.18, 1.90], [1.29, 4.49, -0.89], [-5.12, -2.53, -3.31], [3.85, -4.75, 4.12], [3.62, 2.42, 1.14], [-3.96, 0.95, 0.94], [1.98, 2.04, -4.89], [0.39, 4.37, 0.35], [-2.82, -1.57, -1.55], [0.39, 0.20, -0.32], [-0.90, 1.17, -4.40], [-0.82, 3.82, -1.49], [-5.86, -3.14, -4.49], [-5.39, 0.83, 0.47], [-4.26, 0.97, 4.21], [-1.99, -2.17, 4.54], [6.14, 0.88, 2.86], [4.40, -1.63, -0.43], [0.31, 5.25, 0.98], [4.04, 2.09, -3.93], [-0.92, 1.19, -3.31], [-5.18, -3.39, -5.31], [1.57, 2.98, -4.55], [-4.84, 1.72, 4.74], [-3.67, -0.90, -1.61], [4.20, 3.31, 0.91], [-3.63, 0.00, 1.37], [-4.68, -1.58, -3.63], [-6.61, -2.47, -4.90], [3.86, 3.06, -5.36], [5.43, -0.62, -0.90], [-4.89, 0.32, 3.61], [-3.34, 1.08, 0.05], [-6.16, 1.01, 1.23], [-0.19, 0.76, 3.18], [-5.68, -0.09, -0.03], [2.63, 2.77, 1.42], [3.17, 0.37, -3.05], [4.27, 2.20, 3.15], [3.50, 1.79, 0.25], [6.42, 1.93, 1.62], [-2.13, -1.35, -2.37], [-0.66, 2.14, -4.84], [-5.63, 1.65, -0.22], [1.83, 1.83, -5.95], [0.76, 1.99, 3.18], [3.86, 1.27, -5.47], [-1.78, 0.81, -4.92], [5.73, 0.34, 1.21], [3.06, -0.37, -1.71], [0.81, 3.61, 1.01], [-2.22, -1.39, -0.66], [2.21, 3.93, -0.80], [-6.29, -4.06, -4.10], [-3.63, 0.35, 4.85], [1.47, 5.52, -1.17], [-5.77, -2.37, -2.45]],
  "mulliken_charge": [0.7676, 1.1351, 1.0184, 1.1803, 0.9500, 1.3240, 1.3159, 0.1013, 0.1063, -0.2194, -0.1954, -0.1615, -0.2923, 0.0787, -0.2274, -0.1721, 1.8693, -0.4319, -0.6708, -0.3025, -0.4251, -0.5615, -0.3217, -0.7633, -0.6111, -0.7493, -0.3341, -0.6178, -0.4685, -0.5803, -0.8724, -0.0975, -0.5650, -0.6930, -0.1930, -0.7486, -0.6826, -0.5396, -1.0307, -0.5556, -0.5873, 0.2267, -1.6918, -1.3881, -0.3719, 0.0165, 0.5390, -0.7423, 0.5772, -0.1234, 0.5239, -0.5823, -0.2507, -0.7641, 0.6177, -1.3939, -1.5207, -0.8091, 0.5095, 0.3570, 0.5458, 0.4419, 0.3795, -0.0304, 0.3269, 0.2753, 0.3980, 0.2709, 0.5454, 0.2149, 0.2221, 0.3821, 0.3808, 0.2309, 0.2881, -0.0834, 0.4043, 0.5333, 0.3333, -0.0574, 0.3343, 0.2378, 0.0997, 0.4093, 0.4180, 0.3565, 0.3959, 0.4675, 0.2432, 0.3820, 0.4715, 0.2698, 0.3411, -0.5611, -0.1250, 0.1845, 0.3361, 0.1606, 0.3572, 0.3140],
  "max_force_ev_per_a": 10.5,
  "charge": 0,
  "orbital_gap_ev": 5.634,
  "e_lumo_ev": -4.13,
  "e_homo_ev": -9.76
}

=====

[3]
{
  "formula": "C2H2N2O3",
  "method": "ωB97M-V with the def2-TZVPD basis set",
  "elements": ["O", "O", "O", "N", "N", "C", "C", "H", "H"],
  "coordinates": [[2.17, 2.71, -0.37], [-0.70, -0.90, -0.66], [1.78, -0.84, 0.23], [1.96, 1.59, 0.04], [-2.76, -0.75, 0.38], [-1.70, -0.77, -0.09], [1.82, 0.44, -0.07], [0.96, -1.17, -0.21], [-3.53, -0.32, 0.76]],
  "nbo_charge": [-0.4728, -0.5865, -0.6450, 0.1014, -0.7153, 0.8875, 0.4642, 0.5278, 0.4388],
  "de_lowest_kcal_mol": 88.7,
  "max_force_ev_per_a": 2.2,
  "charge": 0,
  "smiles": "[O-][N+]#CO.N=C=O",
  "orbital_gap_ev": 9.004,
  "e_lumo_ev": 0.23,
  "e_homo_ev": -8.77
}

=====

[4]
{
  "formula": "C3H6N4",
  "method": "ωB97M-V with the def2-TZVPD basis set",
  "elements": ["N", "N", "N", "N", "C", "C", "C", "H", "H", "H", "H", "H", "H"],
  "coordinates": [[0.06, 0.33, -1.30], [1.19, -1.38, -0.17], [-1.95, 0.28, 0.21], [1.91, 0.91, 0.19], [1.00, 0.06, -0.34], [-0.09, -1.56, 0.12], [-0.74, -0.31, -0.10], [2.48, 0.51, 0.92], [1.67, 1.88, 0.29], [-2.79, -0.13, -0.19], [-2.09, 0.56, 1.17], [-0.49, -2.48, 0.52], [-0.16, 1.33, -1.34]],
  "nbo_charge": [-0.5805, -0.5879, -0.8438, -0.7695, 0.6188, 0.1033, -0.0387, 0.4115, 0.3947, 0.3660, 0.3721, 0.1941, 0.3599],
  "de_lowest_kcal_mol": 88.7,
  "max_force_ev_per_a": 0.9,
  "charge": 0,
  "orbital_gap_ev": 7.512,
  "e_lumo_ev": 0.77,
  "e_homo_ev": -6.74
}

=====

[5]
{
  "formula": "CH5O3P2S",
  "method": "ωB97M-V with the def2-TZVPD basis set",
  "elements": ["S", "P", "P", "O", "O", "O", "C", "H", "H", "H", "H", "H"],
  "coordinates": [[1.80, 0.06, 0.18], [-0.60, -1.86, -0.26], [-1.01, 1.20, -0.39], [1.42, 0.83, -0.98], [2.42, -1.20, -0.15], [2.39, 0.76, 1.30], [-0.58, -0.35, 0.64], [-2.38, 1.65, 0.02], [-0.50, 2.31, 0.38], [-1.04, -0.42, 1.60], [-0.13, -1.21, -1.40], [-1.79, -1.76, -0.95]],
  "nbo_charge": [2.3648, 0.3174, 0.2841, -0.9769, -0.9587, -0.9555, -1.0521, -0.0923, -0.0314, 0.2020, -0.0120, -0.0894],
  "de_lowest_kcal_mol": 24.3,
  "max_force_ev_per_a": 3.2,
  "charge": -1,
  "orbital_gap_ev": 8.419,
  "e_lumo_ev": 3.83,
  "e_homo_ev": -4.59
}